(1)
# C32H35N6NiP2Se2

A structure of composition C32H35N6NiP2Se2 (ωB97M-V/def2-TZVPD, OMol25).

Calculated values
Total charge ... +1
<S²> ... 2.01
LUMO level (alpha / beta) ... -2.32 / -2.76 eV
2S+1 ... 3
Orbital gap (alpha / beta) ... 7.3 / 6.9 eV

Geometry (Å):
C  1.78405  -2.06978  -2.22877
C  1.34038  -1.92605  2.95699
N  -1.34767  0.76293  0.01454
C  2.61818  1.65575  -0.74485
H  3.97089  0.34839  1.26544
H  -1.01221  3.50451  4.47124
H  5.13936  0.33550  -2.57049
C  -4.37721  3.30744  1.41577
C  -1.98102  3.06388  4.25773
H  -4.09940  -0.03979  1.15403
H  -2.91859  -4.47059  -5.89123
H  4.68328  -1.37509  2.88220
P  1.27501  1.15183  0.32024
C  -0.14745  0.47096  -0.54091
H  0.60823  -2.57091  3.43026
H  -1.85346  4.31210  2.65049
C  -1.62870  -1.60840  -4.62571
Ni  -1.74213  1.99263  1.51981
C  0.93945  -0.96491  2.04484
H  3.25261  -0.36550  -1.16011
H  -1.76086  -0.53453  -4.66108
C  -3.83663  3.82177  2.75263
H  4.10361  4.44738  -1.94794
C  4.50779  1.08420  -2.10968
C  -2.46561  -2.44328  -5.34470
N  -2.35429  0.81969  3.17831
H  0.69281  -2.41668  -0.41015
H  4.82472  -3.37763  -2.95775
H  0.41676  -3.95530  -3.26630
C  -3.82722  0.65609  3.16288
N  -2.30944  0.13820  -0.65152
H  -0.77807  1.27462  4.44478
C  4.74520  2.43283  -2.33060
H  -5.47065  0.87329  1.79545
C  2.59426  -3.41568  -0.40362
H  -4.38413  3.37476  3.57741
C  3.63268  -1.26024  2.64549
H  5.57856  2.73640  -2.95301
C  3.44081  0.68875  -1.32232
C  -2.26547  -3.82021  -5.32326
N  -2.39782  3.50153  2.90794
P  0.52591  -1.02703  -3.00564
Se  0.57076  2.79374  1.54449
H  -3.27030  -2.01957  -5.93283
H  -1.92634  -0.09384  3.14336
H  -4.09762  3.99730  0.62107
H  -5.46736  3.27216  1.45775
C  -4.37912  0.82261  1.75490
C  2.85391  3.01215  -0.96701
C  -0.39120  -3.52893  -3.84721
H  -0.10754  -0.85738  1.78438
H  2.20768  3.75653  -0.52209
C  1.60612  -2.61170  -0.95892
C  1.88625  -0.14991  1.42171
H  -3.89254  1.83175  0.07598
H  -2.32613  1.16659  5.27363
Se  1.28505  0.47395  -4.28779
C  -0.59123  -2.15341  -3.87075
N  -1.77854  -0.54483  -1.63763
C  3.92405  -3.15842  -2.39625
N  -3.80596  1.99678  1.07381
C  2.69184  -2.07293  3.25701
H  -4.00097  4.89571  2.81439
H  2.45737  -3.83277  0.58774
C  2.94413  -2.34753  -2.95074
H  3.07682  -1.90383  -3.93110
C  3.23459  -0.29366  1.72866
C  -1.22922  -4.36131  -4.58075
H  -4.26301  1.38251  3.84516
C  -1.83442  1.52139  4.36764
H  4.52130  -4.31547  -0.68672
C  3.91653  3.39650  -1.76732
H  -1.06657  -5.43244  -4.57144
C  3.75160  -3.68688  -1.12069
H  -4.11116  -0.32708  3.53479
H  -2.67746  3.43666  5.00660
H  3.00830  -2.82761  3.96720
C  -0.43610  -0.35063  -1.62989

=====

(2)
# C5H7N3O2S

The molecule C5H7N3O2S at a distorted geometry (ωB97M-V/def2-TZVPD, OMol25).

Calculated values
LUMO level ... -0.64 eV
Energy above the lowest of the compared OMol25 structures with the same formula, charge and spin ... 6.867 eV
SMILES ... C/N=C(\O/[N+]([O-])=C/C#N)SC
Orbital gap ... 8.7 eV

Geometry (Å):
C  2.67107  -0.08730  0.67795
O  0.25723  -1.25565  0.01268
H  -1.24754  0.56452  0.02412
H  -1.91472  -0.39026  -3.06318
N  -0.18198  -0.69215  1.18577
O  0.14336  -1.38275  2.16545
H  3.60316  0.55056  0.87771
C  -1.03879  0.29462  1.04913
N  -0.19709  0.12564  -1.96345
H  -2.11981  -0.13092  -1.37186
N  -2.40694  1.38490  2.92940
H  -1.78777  1.17438  -2.54988
C  -1.56229  0.20309  -2.17626
S  2.21348  0.00169  -1.11368
C  0.51526  -0.36297  -1.07695
C  -1.84846  0.85728  2.09928
H  2.91179  -1.14513  0.90351
H  1.99005  0.29044  1.39026

=====

(3)
# C2H7N3O2

A cluster of 2 separate species, C2H7N3O2 in total (ωB97M-V/def2-TZVPD, OMol25).

Calculated values
LUMO level ... 1.00 eV
Energy above the lowest of the compared OMol25 structures with the same formula, charge and spin ... 5.908 eV
SMILES ... [O-]/[NH+]=N\O.C=NC
Orbital gap ... 10.6 eV

Geometry (Å):
H  1.73422  1.08475  0.68879
H  -3.85939  1.06530  0.06875
O  -3.13166  1.25563  -0.57463
N  0.64174  -0.42359  -0.33235
N  -2.84648  -0.82362  -0.02306
H  -2.28760  -1.68304  -0.12126
N  -2.42345  0.12722  -0.71649
C  0.70957  0.77266  0.44658
O  -3.83240  -0.79296  0.74422
H  1.59064  -1.86028  -1.35601
C  1.68437  -0.96551  -0.75923
H  0.14743  0.61477  1.36782
H  2.69945  -0.59608  -0.57266
H  0.20758  1.55230  -0.12151

=====

(4)
# C30H18N7SbSe5Ta

A structure of composition C30H18N7SbSe5Ta at a distorted geometry (ωB97M-V/def2-TZVPD, OMol25).

Calculated values
Total charge ... +1
LUMO level ... -4.37 eV
Orbital gap ... 6.1 eV

Geometry (Å):
H  -2.32186  0.53801  -1.57296
Se  2.32274  -0.31432  -1.44957
C  -0.58933  4.27598  0.08618
H  -0.11585  -1.12067  -5.81046
Ta  0.53908  -0.37506  0.37278
H  -0.78902  4.92858  0.92472
H  -0.70787  2.48069  1.26775
C  1.56716  1.24988  5.40593
Se  0.72776  5.61028  -5.65495
C  2.49146  2.26974  0.69693
C  -1.54958  -0.44274  2.63023
C  2.40019  2.15560  4.83893
C  1.58453  1.44625  2.65702
N  -0.32492  2.03367  -0.70235
H  -3.67772  -1.52449  5.01154
H  -5.33429  -1.03920  3.26356
C  -0.32256  4.77052  -1.17949
Se  2.85995  -4.45083  -1.28790
C  0.17633  4.31406  -3.58635
N  -0.22518  -0.04386  2.29177
H  0.04302  -0.20045  5.16202
Se  -0.60631  -2.35106  -0.56114
C  -4.27885  -0.88189  3.08010
C  -0.55593  2.90186  0.28092
H  -5.77778  -0.34790  0.82056
C  -1.97006  -0.93440  3.83412
N  0.32900  5.56589  -3.90000
C  3.27358  3.19797  1.38583
C  0.35266  3.35012  -4.64321
C  -4.70869  -0.21519  0.70276
C  -0.16561  1.51797  -3.07332
N  -0.49818  0.25964  -2.77563
H  2.53861  2.18303  -0.38063
H  1.55247  1.11254  6.47906
C  -0.19848  2.49964  -1.95648
C  -0.47823  -0.64232  -3.74068
C  -3.35845  -1.14374  4.05028
C  -2.48038  -0.24864  1.58557
C  -0.12867  -0.34391  -5.05766
H  -0.27667  5.83260  -1.38173
C  -0.12582  3.86876  -2.22199
C  0.14013  1.92664  -4.36908
C  -3.84940  -0.43934  1.80250
N  0.65017  3.81864  -5.81769
C  2.42115  2.26517  3.42459
H  3.90233  3.88190  0.83423
N  1.68818  1.40947  1.29748
H  -4.80076  0.33021  -1.36162
C  -4.17338  0.15489  -0.49834
H  3.90346  3.83402  3.32523
C  3.26545  3.17205  2.75190
Sb  1.95823  -2.60659  -0.36642
N  -1.95652  0.08980  0.37999
C  0.17290  0.96167  -5.37630
C  -2.77642  0.28838  -0.62568
C  0.68059  0.47113  4.62006
C  0.60134  0.58374  3.25470
H  3.05706  2.77539  5.43595
H  -0.74682  -1.65679  -3.46214
H  -1.28189  -1.22513  4.60245
Se  2.20661  -1.77154  1.94702
H  0.41873  1.25569  -6.38873